# 1
Here is an isolated ion of composition C10H21ClIN4O3 and charge +1 at a distorted geometry from OMol25. Energies are from the ωB97M-V functional and the def2-TZVPD basis.

Computed properties:
HOMO	-12.5	eV
charge	+1

Structure (XYZ):
```
40
C10H21ClIN4O3 (the ωB97M-V functional and the def2-TZVPD basis)
C 3.255 -2.109 0.466
C 1.744 -1.963 0.014
O 0.837 -1.904 1.120
C 1.516 -0.834 -1.041
C 1.384 0.607 -0.426
C 2.192 1.590 -1.398
N 1.794 1.451 -2.805
N -0.007 1.087 -0.440
C -0.693 0.909 0.781
N -1.991 0.924 0.782
C -2.847 1.104 -0.405
C -3.601 -0.240 -0.680
C -4.509 -0.204 -1.943
Cl -3.495 -0.289 -3.442
N 0.042 0.757 2.033
O -0.601 1.473 3.034
C 1.339 1.484 1.748
I 2.525 1.627 3.573
O 2.040 0.682 0.843
H 3.941 -1.550 -0.208
H 3.540 -3.182 0.350
H 3.407 -1.866 1.537
H 1.512 -2.924 -0.506
H 1.349 -1.471 1.812
H 0.683 -1.048 -1.748
H 2.430 -0.814 -1.683
H 1.902 2.624 -1.068
H 3.281 1.443 -1.269
H 2.340 0.722 -3.250
H 0.802 1.271 -2.905
H -0.108 2.029 -0.814
H -2.462 0.803 1.677
H -3.622 1.855 -0.111
H -2.328 1.532 -1.281
H -4.221 -0.452 0.229
H -2.844 -1.062 -0.700
H -5.236 -1.034 -1.911
H -5.047 0.765 -1.953
H -0.585 2.431 2.854
H 1.095 2.503 1.348
```

=====

# 2
Here is C34H46As4N2PdS2 as an isolated structure at a distorted geometry from OMol25. Energies are from the ωB97M-V functional and the def2-TZVPD basis.

Computed properties:
HOMO	-7.0	eV
charge	0
energy relative to the best compared isomer or geometry (same formula, charge and spin)	31.7	kcal per mole

Structure (XYZ):
```
89
C34H46As4N2PdS2 (the ωB97M-V functional and the def2-TZVPD basis)
Pd -1.762 -0.473 -0.865
S -3.641 0.627 0.108
C -3.050 2.034 0.965
C -3.998 2.859 1.603
C -3.614 3.946 2.357
C -2.267 4.285 2.500
C -1.317 3.511 1.862
C -1.707 2.406 1.104
As -0.493 1.327 0.104
C 1.296 1.901 0.605
C 1.659 1.858 1.952
C 2.939 2.217 2.348
C 3.876 2.597 1.397
C 3.523 2.630 0.057
C 2.237 2.284 -0.342
C -0.608 2.231 -1.644
C -0.137 1.591 -2.788
C -0.190 2.220 -4.023
C -0.721 3.498 -4.127
C -1.194 4.140 -2.992
C -1.138 3.511 -1.754
H -5.046 2.609 1.502
H -4.374 4.547 2.842
H -1.972 5.143 3.088
H -0.270 3.777 1.937
H 0.936 1.573 2.707
H 3.200 2.200 3.398
H 4.877 2.875 1.701
H 4.247 2.931 -0.689
H 1.976 2.331 -1.391
H 0.272 0.592 -2.723
H 0.172 1.705 -4.905
H -0.776 3.987 -5.091
H -1.611 5.136 -3.066
H -1.519 4.019 -0.877
C 1.039 -1.988 -2.716
As 0.046 -2.010 -1.051
C -0.486 -3.872 -0.976
C 1.587 -1.938 0.166
C 1.554 -2.234 1.682
C 1.438 -3.738 1.926
C 0.454 -1.476 2.431
As -1.442 -1.956 2.136
C -2.123 -0.582 3.350
C -1.588 -3.445 3.418
C 2.925 -1.746 2.196
As 3.337 -2.104 4.098
C 4.858 -0.865 4.172
C 4.412 -3.731 3.862
H 1.742 -1.155 -2.722
H 0.327 -1.888 -3.534
H 1.591 -2.922 -2.817
H 0.402 -4.482 -0.813
H -0.949 -4.130 -1.925
H -1.205 -4.021 -0.173
H 1.995 -0.933 0.010
H 2.294 -2.636 -0.296
H 0.513 -4.146 1.520
H 1.442 -3.959 2.996
H 2.273 -4.273 1.465
H 0.534 -0.418 2.174
H 0.622 -1.544 3.510
H -1.746 -0.764 4.357
H -3.211 -0.606 3.344
H -1.811 0.406 3.011
H -0.933 -3.297 4.278
H -1.357 -4.399 2.947
H -2.622 -3.474 3.762
H 2.996 -0.662 2.065
H 3.726 -2.197 1.601
H 4.491 0.160 4.154
H 5.529 -1.019 3.325
H 5.408 -1.023 5.099
H 3.765 -4.603 3.783
H 5.052 -3.855 4.735
H 5.035 -3.660 2.970
C -3.000 -0.316 -7.354
C -3.155 -0.006 -5.894
C -3.650 1.222 -5.465
C -3.646 1.453 -4.099
N -3.232 0.531 -3.244
C -2.877 -0.647 -3.738
S -2.559 -1.924 -2.534
N -2.776 -0.952 -5.032
H -3.871 0.016 -7.922
H -2.859 -1.384 -7.495
H -2.129 0.204 -7.758
H -3.994 1.966 -6.171
H -3.969 2.398 -3.675
```

=====

# 3
Here is a single C20H24N2O2S molecule at a distorted geometry from OMol25. Energies are from the ωB97M-V functional and the def2-TZVPD basis.

Computed properties:
HOMO	-7.6	eV
charge	0
energy relative to the best compared isomer or geometry (same formula, charge and spin)	400.0	kcal per mole

Structure (XYZ):
```
49
C20H24N2O2S (the ωB97M-V functional and the def2-TZVPD basis)
C -0.148 -3.928 -0.262
C -1.385 -3.688 0.330
H -2.184 -3.720 -0.419
C -1.570 -2.303 0.914
N -1.540 -1.423 -0.234
C -0.463 -0.769 -0.479
N 0.549 -0.823 0.509
C 1.920 -0.214 0.003
C 2.571 -0.417 -1.163
C 3.963 -0.041 -1.212
C 4.523 0.849 -0.145
C 3.796 0.925 0.932
C 2.622 0.209 1.068
H 2.105 0.626 2.157
H 4.383 1.301 1.735
C 5.913 1.116 -0.212
H 6.610 0.283 -0.869
H 6.429 1.246 0.706
H 6.082 2.208 -0.933
H 4.411 -0.110 -2.021
H 2.093 -0.952 -1.976
H 0.266 -0.625 1.477
S -0.303 0.114 -1.979
C -2.887 -0.833 -0.509
H -3.404 -1.604 -1.181
H -2.519 -0.311 -1.612
C -3.645 -0.172 0.278
C -4.348 1.272 -0.537
O -3.549 1.885 -1.086
C -2.312 2.201 -0.409
C -1.468 3.305 -1.048
C -0.366 3.516 -0.435
C -0.021 2.996 0.936
C -0.925 1.871 1.411
C -2.073 1.556 0.736
O -2.790 0.822 1.291
H -0.679 1.529 2.210
H 0.837 3.252 1.724
H 0.323 4.315 -0.711
H -1.836 3.765 -1.856
H -4.889 1.640 0.362
H -5.192 0.755 -1.016
H -4.476 -0.625 0.877
H -0.866 -2.296 1.692
H -2.673 -2.093 1.409
H -1.533 -4.468 1.124
H -0.082 -5.045 -0.710
H 0.084 -3.374 -1.125
H 0.648 -3.722 0.257
```

=====

# 4
Here is a single C4H8O3 molecule from OMol25. Energies are from the ωB97M-V functional and the def2-TZVPD basis.

Computed properties:
HOMO	-10.5	eV
charge	0
energy relative to the best compared isomer or geometry (same formula, charge and spin)	17.2	kcal per mole

Structure (XYZ):
```
15
C4H8O3 (the ωB97M-V functional and the def2-TZVPD basis)
C 2.487 -0.029 0.476
O 1.122 0.331 0.702
C 0.217 -0.493 0.175
O 0.481 -1.518 -0.415
C -1.206 0.008 0.349
C -1.569 0.922 -0.824
O -2.070 -1.096 0.430
H 2.677 -1.052 0.807
H 3.078 0.681 1.053
H 2.718 0.051 -0.589
H -1.270 0.564 1.290
H -0.907 1.793 -0.880
H -2.599 1.265 -0.703
H -1.499 0.363 -1.764
H -1.660 -1.792 -0.108
```